# 1
78
Properties=species:S:1:pos:R:3:forces:R:3:lowdin_charge:R:1 method="wB97M-V/def2-TZVPD" e_above_lowest_kj_mol=0.00 homo_lumo_gap_ev=8.0 e_lumo_ev=-2.07 spin_multiplicity=1 charge=+1
Zn -1.6946 -0.1945 0.2798 -0.1 0.1 0.3 0.83
C -3.3472 -0.3327 1.4163 -0.1 0.0 0.0 -0.38
C -2.6623 -1.2357 2.3606 0.1 0.1 -0.1 -0.27
C -2.0132 -0.4689 3.2989 0.0 -0.1 -0.1 -0.23
C -2.2719 0.9170 3.0361 -0.1 0.0 0.0 -0.23
C -3.0983 1.0212 1.9407 0.1 0.0 -0.1 -0.26
C -3.6843 2.2712 1.3549 -0.1 0.1 -0.1 -0.03
C -1.6810 2.0291 3.8407 0.0 0.1 0.0 -0.03
C -1.1596 -0.9639 4.4220 0.1 0.0 0.1 -0.03
C -2.7563 -2.7307 2.3187 0.0 -0.1 0.0 -0.04
C -4.6924 -0.7048 0.8380 -0.1 0.0 -0.1 -0.05
H -4.7529 2.1584 1.1595 0.0 0.0 0.0 0.08
H -3.2165 2.5640 0.4088 0.0 0.0 0.0 0.06
H -3.5748 3.1168 2.0310 0.0 0.0 0.0 0.08
H -1.9971 1.9793 4.8847 0.0 0.0 0.0 0.09
H -1.9660 3.0079 3.4582 0.0 0.0 0.0 0.07
H -0.5874 1.9886 3.8417 0.0 0.0 0.0 0.07
H -1.6827 -0.9229 5.3804 0.0 0.0 0.0 0.09
H -0.2552 -0.3591 4.5408 0.0 0.0 0.0 0.07
H -0.8591 -2.0019 4.2741 0.0 0.0 0.0 0.07
H -3.4269 -3.1153 3.0903 0.0 0.0 0.0 0.09
H -1.7919 -3.2196 2.4792 0.0 0.0 0.0 0.06
H -3.1444 -3.0785 1.3602 0.0 0.0 0.0 0.07
H -5.0464 0.0295 0.1134 0.0 0.0 0.0 0.06
H -5.4448 -0.7574 1.6298 0.0 0.0 0.0 0.10
H -4.6801 -1.6708 0.3338 0.0 0.0 0.0 0.07
C 0.7139 -0.4102 -5.5728 0.1 0.0 -0.1 -0.07
C 0.0216 0.6949 -4.8190 -0.1 0.0 0.1 -0.28
O -0.7925 0.1254 -3.7531 0.1 0.0 -0.1 -0.32
P -0.3360 0.3581 -2.2346 -0.2 -0.1 0.0 0.92
O -1.6221 1.1558 -1.5715 0.1 0.0 0.0 -0.38
C -2.9527 1.1254 -2.2042 0.1 -0.1 0.1 -0.24
C -3.1140 2.3083 -3.1214 -0.1 0.0 0.0 -0.05
O -0.8776 -1.0938 -1.5873 0.0 0.1 0.0 -0.39
C -0.1303 -2.2982 -1.8953 0.0 0.0 0.1 -0.27
C -0.8113 -3.0857 -2.9884 0.0 -0.1 0.0 -0.05
H 1.2981 0.0088 -6.3921 0.0 0.0 0.0 0.09
H -0.0090 -1.1073 -5.9934 0.0 0.0 0.0 0.08
H 1.3960 -0.9584 -4.9222 0.0 0.0 0.0 0.08
H -0.6689 1.2524 -5.4504 0.0 0.0 0.0 0.12
H 0.7357 1.4001 -4.3863 0.0 0.0 0.0 0.10
H -3.6539 1.1634 -1.3717 0.0 0.0 0.0 0.09
H -3.0609 0.1698 -2.7165 -0.1 0.0 0.0 0.12
H -2.9040 3.2348 -2.5889 0.0 0.0 0.0 0.09
H -4.1440 2.3537 -3.4771 0.0 0.0 0.0 0.09
H -2.4604 2.2353 -3.9879 0.0 0.0 0.0 0.07
H -0.0763 -2.8690 -0.9678 0.0 0.0 0.0 0.11
H 0.8899 -2.0094 -2.1698 0.0 0.0 0.0 0.11
H -1.8447 -3.2952 -2.7163 0.0 0.0 0.0 0.09
H -0.2986 -4.0379 -3.1285 0.0 0.0 0.0 0.09
H -0.8021 -2.5440 -3.9315 0.0 0.0 0.0 0.06
C 1.0694 -1.7787 1.6143 -0.1 0.0 0.0 0.02
C 1.0822 -0.3039 1.4378 -0.1 0.0 0.0 -0.31
N 0.1039 0.4178 0.9155 0.2 -0.1 0.0 0.03
C 0.5066 1.7360 0.9524 0.0 0.1 0.0 -0.10
C 1.7405 1.8049 1.5013 0.0 0.1 0.0 -0.01
N 2.0955 0.5062 1.7999 -0.1 0.0 0.0 0.01
C 3.3547 0.1179 2.4260 0.0 0.0 0.0 -0.05
N 4.4619 0.6940 1.7413 0.1 -0.2 -0.1 -0.07
N 5.0830 1.7903 2.2517 -0.1 0.1 0.2 0.06
N 6.0061 2.1585 1.4639 0.1 0.1 0.0 0.09
C 6.0292 1.3093 0.3755 0.0 -0.1 -0.1 -0.22
C 6.8536 1.2971 -0.7541 -0.1 0.0 0.1 0.00
C 6.6221 0.3108 -1.6820 0.0 0.0 0.0 -0.07
C 5.6001 -0.6465 -1.5023 0.1 0.0 -0.1 -0.07
C 4.7811 -0.6469 -0.3970 0.0 0.0 0.0 -0.01
C 5.0266 0.3578 0.5430 0.0 0.0 0.0 -0.17
H 0.0963 -2.1639 1.3129 0.0 0.0 0.0 0.06
H 1.2136 -2.0542 2.6589 0.0 0.0 0.0 0.09
H 1.8423 -2.2663 1.0176 0.0 0.0 0.0 0.09
H -0.1217 2.5294 0.5882 0.0 0.0 0.0 0.12
H 2.3986 2.6311 1.7040 0.0 0.0 0.0 0.13
H 3.4219 -0.9691 2.4099 0.0 0.0 0.0 0.14
H 3.3830 0.4720 3.4557 0.0 0.0 0.0 0.15
H 7.6341 2.0335 -0.8796 0.0 0.0 0.0 0.12
H 7.2347 0.2582 -2.5709 0.0 0.0 0.0 0.11
H 5.4660 -1.4080 -2.2594 0.0 0.0 0.0 0.11
H 4.0061 -1.3909 -0.2691 0.0 0.0 0.0 0.10

# 2
79
Properties=species:S:1:pos:R:3:forces:R:3:lowdin_charge:R:1 method="wB97M-V/def2-TZVPD" e_above_lowest_kj_mol=599.16 homo_lumo_gap_ev=9.4 e_lumo_ev=-0.27 smiles="O=NOC[C@]1(OC(=O)c2ccccc2)OC(=O)C[C@@H]1CCC(F)(F)F.CCCCCC.CCCCCC" spin_multiplicity=1
O 1.0712 2.0670 2.9756 -0.5 -1.7 -2.0 0.07
N 1.1951 1.8409 1.8002 0.4 1.0 3.7 -0.02
O 1.4519 3.0587 1.2465 1.4 0.2 -2.1 -0.10
C 2.2187 2.9418 0.0202 -0.4 0.4 -1.6 -0.07
C 3.2820 4.1438 -0.0123 -1.8 2.4 -0.2 -0.31
O 4.4694 4.0929 0.8047 -0.7 -2.6 -0.6 0.05
C 4.6622 2.8176 1.4232 -0.4 -2.0 2.2 -0.32
O 4.1028 2.4803 2.4805 2.0 1.6 -4.0 0.13
C 5.7167 1.8353 0.6916 2.5 -1.5 -1.2 -0.06
C 7.1646 1.7753 1.2543 -0.7 -1.8 -2.6 0.00
C 8.2794 0.8851 0.6095 -3.5 0.2 -1.3 -0.05
C 7.9406 0.0383 -0.6378 -3.0 2.3 1.8 -0.06
C 6.4773 0.0849 -1.1756 0.7 1.8 2.4 -0.06
C 5.3659 0.9552 -0.5306 3.6 0.0 1.2 -0.04
O 2.5216 5.2213 0.6567 -0.6 1.8 -0.4 0.02
C 1.9655 6.2420 -0.1647 -0.6 0.3 -0.6 -0.33
O 1.4395 7.3047 0.2059 2.1 -4.3 -0.9 0.09
C 2.1868 5.6949 -1.6756 0.1 1.5 1.2 -0.02
C 3.5379 4.8575 -1.4531 0.5 -0.1 -0.5 -0.17
C 4.0664 3.9430 -2.6675 -0.7 -0.9 0.9 -0.11
C 5.6425 3.6588 -2.5284 -0.3 0.1 -1.2 -0.06
C 6.5299 4.3844 -3.6671 0.6 -1.7 0.5 -0.38
F 5.9041 4.2693 -4.9453 1.6 1.0 2.8 0.05
F 7.7319 3.5951 -3.7729 -2.3 2.2 0.0 0.03
F 6.9001 5.7079 -3.3411 -1.0 -2.9 -1.4 0.07
H 1.4758 3.1495 -0.8438 1.4 -0.2 1.2 0.15
H 2.6484 1.9055 -0.1807 -0.5 1.3 0.7 0.12
H 7.4144 2.4096 2.1638 -0.4 -1.0 -1.4 0.10
H 9.3214 0.8919 1.0940 -1.9 -0.1 -1.0 0.10
H 8.7186 -0.6038 -1.1658 -1.2 1.0 0.9 0.09
H 6.2022 -0.5303 -2.0971 0.5 1.0 1.5 0.09
H 4.3265 0.9500 -1.0020 1.7 0.0 0.8 0.09
H 2.2406 6.6483 -2.3037 0.4 -1.5 0.6 0.14
H 1.2545 5.1531 -2.0479 1.4 0.3 0.7 0.13
H 4.4149 5.5671 -1.2260 -1.5 -0.7 -0.2 0.17
H 3.5406 2.9176 -2.5419 0.8 1.5 -0.4 0.12
H 3.7428 4.3209 -3.7008 0.7 -0.3 1.6 0.13
H 5.7868 2.5302 -2.7227 0.1 2.0 0.5 0.12
H 6.0061 3.9637 -1.4858 -0.3 -0.6 -1.6 0.13
C -2.7543 -3.7359 -0.4043 -0.1 0.0 0.1 -0.11
C -2.9327 -2.3637 -1.0387 0.0 0.0 -0.1 -0.28
C -1.7326 -1.9201 -1.8763 0.0 0.1 -0.1 -0.23
C -0.4183 -1.7610 -1.1061 0.0 -0.1 0.1 -0.23
C -0.4605 -0.7797 0.0666 0.2 0.0 -0.1 -0.27
C -0.7693 0.6496 -0.3528 -0.2 0.1 0.2 -0.12
H -1.9225 -3.7477 0.3042 0.0 0.0 0.0 0.07
H -3.6584 -4.0176 0.1420 0.1 -0.1 0.0 0.06
H -2.5697 -4.4973 -1.1672 0.0 0.0 0.1 0.08
H -3.1512 -1.6252 -0.2610 0.0 0.0 0.0 0.09
H -3.8141 -2.3946 -1.6890 0.0 0.1 0.1 0.11
H -1.9809 -0.9751 -2.3717 0.0 0.0 0.0 0.10
H -1.5740 -2.6473 -2.6813 0.0 0.0 0.0 0.11
H 0.3569 -1.4373 -1.8110 0.0 0.0 0.0 0.11
H -0.0944 -2.7387 -0.7336 0.0 0.0 0.0 0.10
H 0.5161 -0.7928 0.5630 -0.1 0.0 0.0 0.10
H -1.1884 -1.1084 0.8148 0.0 0.0 0.0 0.10
H -0.0327 1.0129 -1.0764 -0.1 0.0 0.0 0.07
H -0.7403 1.3102 0.5163 -0.1 0.0 -0.2 0.05
H -1.7631 0.7347 -0.7994 0.1 0.0 0.0 0.07
C -6.3452 -2.4012 1.6549 0.1 0.0 -0.1 -0.11
C -7.2886 -3.4508 1.0837 -0.1 0.1 0.0 -0.27
C -8.3825 -3.8817 2.0616 -0.1 -0.1 -0.1 -0.23
C -7.8865 -4.5468 3.3490 0.1 0.1 0.0 -0.23
C -7.0249 -5.7951 3.1517 -0.1 0.0 0.1 -0.27
C -7.7596 -6.9328 2.4575 0.1 -0.1 -0.1 -0.12
H -5.7908 -2.7829 2.5158 0.0 0.1 0.0 0.07
H -5.6155 -2.1005 0.8982 0.0 0.0 0.1 0.06
H -6.8964 -1.5095 1.9659 0.0 0.0 0.0 0.08
H -6.7123 -4.3184 0.7469 0.0 0.0 0.0 0.10
H -7.7689 -3.0361 0.1905 0.0 -0.1 0.0 0.11
H -9.0691 -4.5596 1.5430 0.0 0.0 0.0 0.10
H -8.9790 -3.0036 2.3355 0.0 0.0 0.0 0.11
H -8.7587 -4.8113 3.9580 0.1 0.0 0.0 0.11
H -7.3193 -3.8189 3.9391 0.0 0.0 0.0 0.10
H -6.6935 -6.1447 4.1357 0.0 0.1 -0.1 0.10
H -6.1165 -5.5489 2.5926 0.0 0.0 0.0 0.10
H -8.6541 -7.2200 3.0173 0.0 0.0 -0.1 0.08
H -7.1120 -7.8111 2.3861 -0.1 0.0 0.0 0.07
H -8.0601 -6.6606 1.4426 0.0 0.0 0.1 0.07

# 3
88
Properties=species:S:1:pos:R:3:forces:R:3:mulliken_spin:R:1 method="wB97M-V/def2-TZVPD" homo_lumo_gap_ev="7.1 / 6.7" e_lumo_ev="2.11 / 2.00" spin_multiplicity=4 charge=-1
Mn -1.3776 -0.0344 1.4103 -0.2 0.1 0.3 2.97
C -2.9571 -2.6414 -1.6583 0.0 0.1 0.0 0.00
C -2.0922 -2.0320 -0.5914 -0.1 0.5 0.2 0.00
N -2.3904 -0.8904 -0.0569 -0.1 -0.8 -0.5 -0.07
N -3.5990 -0.3380 -0.4768 0.1 0.0 -0.1 0.02
C -4.1732 0.3344 0.4701 -0.2 0.1 -0.2 0.00
S -3.5976 0.5862 2.0660 0.2 -0.2 0.0 -0.06
S -5.7293 1.0873 0.1057 0.1 0.0 0.0 0.00
C -6.1458 0.4110 -1.5274 0.1 0.1 0.0 0.00
C -5.6966 1.2033 -2.7339 0.0 0.0 0.0 0.00
C -4.4539 1.8287 -2.8079 -0.1 -0.1 0.0 0.00
C -4.0788 2.5095 -3.9550 0.1 0.0 0.0 0.00
C -4.9341 2.5807 -5.0453 0.0 0.0 0.0 0.00
C -6.1758 1.9697 -4.9786 0.0 0.0 0.0 0.00
C -6.5508 1.2899 -3.8291 0.0 0.0 0.0 0.00
C -0.9545 -2.8211 -0.0620 0.1 0.0 -0.1 -0.01
C -1.0929 -4.2143 -0.1205 0.0 0.1 0.0 0.03
C -0.1247 -5.0821 0.3437 0.1 0.1 0.1 0.00
C 1.0477 -4.5538 0.8564 -0.1 0.0 0.1 0.01
C 1.2144 -3.1843 0.9193 -0.1 0.0 0.5 -0.02
C 0.2234 -2.3035 0.5138 -0.1 0.0 -0.3 -0.01
O 0.4127 -0.9460 0.6148 -0.1 0.2 0.0 0.09
H -3.3784 -1.8514 -2.2749 0.0 0.0 0.0 0.00
H -3.7955 -3.1810 -1.2101 0.0 0.0 0.0 0.00
H -2.3846 -3.3301 -2.2750 0.0 0.0 0.0 0.00
H -7.2335 0.3333 -1.5422 0.0 0.0 0.1 0.00
H -5.7303 -0.5980 -1.5472 0.0 0.0 -0.1 0.00
H -3.7847 1.7858 -1.9634 0.1 0.0 0.1 0.00
H -3.1108 2.9925 -3.9912 0.0 0.0 0.0 0.00
H -4.6372 3.1172 -5.9376 0.0 0.0 0.0 0.00
H -6.8578 2.0267 -5.8179 0.0 0.0 0.0 0.00
H -7.5266 0.8194 -3.7794 0.0 0.0 0.0 0.00
H -2.0079 -4.6274 -0.5195 0.0 0.0 0.0 0.00
H -0.2853 -6.1502 0.2988 0.0 0.0 0.0 0.00
H 1.8450 -5.2003 1.1991 0.0 0.0 0.0 0.00
H 2.1446 -2.7886 1.2869 0.1 0.1 0.2 0.00
N -0.9175 2.5658 3.5307 -0.1 0.0 0.0 0.01
C -0.7493 1.2935 4.0249 0.0 -0.2 -0.1 0.04
N -0.6006 0.9938 5.3055 0.0 0.1 -0.1 0.00
N -0.4386 -0.3468 5.3157 0.0 0.0 0.0 0.00
N -0.4771 -0.8180 4.1209 0.0 0.0 -0.1 -0.01
N -0.6733 0.2056 3.2543 0.1 0.1 0.6 -0.04
C -1.0252 2.8784 2.1904 -0.1 -0.1 -0.1 0.04
N -1.2297 4.1081 1.7490 -0.1 -0.1 0.1 0.00
N -1.2003 3.9852 0.4052 0.0 0.1 0.0 0.01
N -0.9896 2.7642 0.0671 0.0 -0.1 -0.1 0.00
N -0.8606 2.0089 1.1869 -0.1 0.2 -0.1 -0.03
H -1.1387 3.2925 4.1878 0.0 0.0 0.0 0.00
C 1.7862 -0.6426 -2.8735 0.1 0.0 0.1 0.00
Si 2.8304 -1.3210 -1.4552 0.1 0.0 0.0 0.00
C 4.6617 -1.0532 -1.8516 -0.1 0.1 0.0 0.00
C 2.6437 -3.2004 -1.5961 0.0 0.1 -0.1 0.00
Si 2.0316 -0.1872 0.5398 -0.1 -0.2 0.0 0.03
Si 2.2585 2.1308 -0.0555 0.0 0.1 0.2 0.01
C 4.1569 2.1629 -0.1561 0.0 -0.1 0.0 0.00
C 1.6107 2.6558 -1.7463 0.0 -0.1 0.1 0.00
C 1.9382 3.4932 1.1994 0.0 -0.2 -0.1 0.00
Si 3.0769 -0.4251 2.7130 0.0 -0.1 0.0 0.00
C 2.7160 1.0545 3.8110 0.0 0.0 -0.1 0.00
C 2.6048 -1.9253 3.7572 0.0 0.0 -0.3 0.00
C 4.9474 -0.5423 2.4294 -0.1 0.1 0.0 0.00
H 1.8576 -1.3224 -3.7262 0.0 0.0 0.0 0.00
H 2.1229 0.3410 -3.1927 0.0 0.1 0.0 0.00
H 0.7330 -0.5532 -2.6015 0.0 0.0 0.0 0.00
H 4.9328 -1.7356 -2.6605 0.0 0.0 0.0 0.00
H 5.3072 -1.2724 -1.0004 0.0 0.0 0.0 0.00
H 4.8865 -0.0433 -2.1924 0.0 0.0 0.0 0.00
H 2.9587 -3.4527 -2.6132 0.1 0.0 0.0 0.00
H 1.6244 -3.5576 -1.4593 0.1 0.0 -0.2 0.00
H 3.2844 -3.7423 -0.8988 0.0 0.0 0.0 0.00
H 4.5863 1.5024 -0.9064 0.0 0.0 0.0 0.00
H 4.6221 1.9290 0.8029 0.0 0.0 0.0 0.00
H 4.4405 3.1872 -0.4124 0.0 0.0 0.0 0.00
H 2.4047 2.5849 -2.4919 0.0 0.0 -0.1 0.00
H 1.2853 3.6950 -1.6776 0.0 0.0 0.0 0.00
H 0.7474 2.0851 -2.0761 0.0 0.0 0.0 0.00
H 2.6411 3.4331 2.0304 0.0 0.0 -0.1 0.00
H 0.9283 3.5483 1.5962 0.4 0.1 -0.1 0.00
H 2.1332 4.4320 0.6722 0.0 0.0 0.0 0.00
H 1.7392 0.9514 4.2861 0.0 0.0 0.0 0.00
H 2.7380 2.0140 3.2995 0.0 -0.1 0.0 0.00
H 3.4685 1.0738 4.6042 0.0 0.0 0.0 0.00
H 1.5264 -2.0791 3.7917 0.0 0.0 0.0 0.00
H 2.9278 -1.6938 4.7762 0.0 0.0 0.0 0.00
H 3.0924 -2.8513 3.4493 0.1 0.0 -0.1 0.00
H 5.3780 0.3978 2.0826 0.0 0.0 0.0 0.00
H 5.2104 -1.3142 1.7042 0.0 -0.1 0.0 0.00
H 5.4292 -0.7957 3.3767 0.0 0.0 0.0 0.00